1.
{
  "formula": "C53H47Br2FIN2O4SSbSiY",
  "method": "ωB97M-V/def2-TZVPD",
  "homo_lumo_gap_ha": 0.242,
  "molar_mass_g_mol": 1352.5,
  "charge": 1,
  "largest_force_ev_per_a": 1.0,
  "e_lumo_ev": -2.3566,
  "relative_energy_ev": 2.230,
  "e_tot_ha": -8970.21947,
  "species": ["Y", "Br", "C", "Br", "H", "H", "C", "C", "C", "C", "C", "C", "C", "F", "C", "C", "C", "O", "C", "C", "N", "C", "C", "O", "O", "H", "H", "H", "H", "H", "H", "H", "H", "H", "H", "H", "C", "C", "C", "C", "C", "C", "Si", "C", "C", "C", "C", "C", "C", "C", "C", "C", "C", "C", "C", "H", "H", "H", "H", "H", "H", "H", "H", "H", "H", "H", "H", "H", "H", "H", "N", "C", "O", "C", "I", "H", "H", "H", "H", "S", "Sb", "C", "C", "C", "C", "C", "C", "C", "C", "C", "C", "C", "C", "C", "C", "C", "C", "C", "C", "H", "H", "H", "H", "H", "H", "H", "H", "H", "H", "H", "H", "H", "H", "H"],
  "positions_angstrom": [[-0.0932, -0.0764, -0.0887], [3.0684, 1.0302, 0.7326], [3.9706, -0.6347, 0.3629], [3.0199, -2.1494, 1.0879], [4.9378, -0.5858, 0.8485], [4.0195, -0.7486, -0.7207], [1.2838, 1.3788, -7.1346], [1.5450, 2.7042, -6.4405], [0.6293, 3.7862, -6.9823], [0.8055, 5.0869, -6.2308], [0.5144, 4.8662, -4.7794], [-0.0231, 5.8453, -3.9863], [-0.2678, 5.6078, -2.6297], [-0.7929, 6.6136, -1.9119], [-0.0025, 4.4129, -2.0406], [0.5432, 3.3894, -2.8387], [0.7948, 2.0900, -2.2521], [0.4054, 1.8864, -1.0553], [1.4784, 1.1480, -3.0327], [1.7278, 1.4519, -4.3516], [1.3512, 2.5785, -4.9548], [0.7989, 3.6105, -4.1928], [1.9955, -0.1675, -2.5098], [3.0767, -0.5826, -2.8680], [1.1982, -0.7573, -1.6631], [1.2194, 1.5620, -8.2062], [0.3347, 0.9525, -6.8085], [2.0704, 0.6441, -6.9856], [2.5870, 3.0061, -6.5869], [-0.4074, 3.4420, -6.9156], [0.8569, 3.9075, -8.0419], [0.1548, 5.8666, -6.6258], [1.8333, 5.4439, -6.3501], [-0.2581, 6.8169, -4.3983], [-0.2074, 4.2335, -0.9974], [2.2407, 0.7290, -4.9664], [-3.1474, 2.6475, -4.9562], [-3.3959, 1.3008, -5.1770], [-3.2527, 0.3819, -4.1452], [-2.8451, 0.7701, -2.8657], [-2.6006, 2.1351, -2.6744], [-2.7546, 3.0651, -3.6922], [-2.5570, -0.4102, -1.4057], [-2.7490, -2.1601, -2.1027], [-2.0769, -2.4796, -3.2911], [-2.1168, -3.7509, -3.8439], [-2.8071, -4.7642, -3.1878], [-3.4692, -4.4811, -2.0024], [-3.4533, -3.1917, -1.4777], [-3.9522, -0.0964, -0.1706], [-3.9142, -0.7488, 1.0694], [-4.8806, -0.5363, 2.0401], [-5.9127, 0.3610, 1.8010], [-5.9671, 1.0291, 0.5880], [-5.0011, 0.7990, -0.3839], [-3.2767, 3.3661, -5.7545], [-3.7186, 0.9614, -6.1530], [-3.4763, -0.6576, -4.3480], [-2.2771, 2.4917, -1.7005], [-2.5696, 4.1132, -3.4981], [-1.5056, -1.7139, -3.8065], [-1.5990, -3.9543, -4.7708], [-2.8375, -5.7611, -3.6068], [-4.0216, -5.2591, -1.4920], [-4.0105, -2.9906, -0.5714], [-3.1009, -1.4383, 1.2877], [-4.8318, -1.0650, 2.9844], [-6.6700, 0.5356, 2.5528], [-6.7687, 1.7286, 0.3933], [-5.0698, 1.3283, -1.3247], [-0.7321, -4.2773, 1.5745], [-0.3194, -3.4174, 0.6468], [-0.4176, -2.2016, 0.8744], [0.2297, -3.9179, -0.6464], [1.4915, -5.6131, -0.4951], [-1.1158, -3.9022, 2.4341], [-0.6110, -5.2707, 1.4547], [0.8067, -3.1249, -1.1233], [-0.6128, -4.2188, -1.2702], [-0.9693, 1.5459, 1.9716], [-0.0766, 0.7724, 3.9275], [-0.0505, -1.2875, 4.1351], [-1.2994, -1.8924, 4.2820], [-1.3834, -3.2585, 4.5132], [-0.2246, -4.0206, 4.5854], [1.0160, -3.4276, 4.4067], [1.1077, -2.0592, 4.1825], [1.7860, 1.6130, 4.2152], [2.0135, 2.8559, 3.6287], [3.2358, 3.4864, 3.8061], [4.2318, 2.8754, 4.5522], [4.0059, 1.6394, 5.1403], [2.7806, 1.0082, 4.9795], [-1.3287, 1.4128, 5.4668], [-1.9726, 2.6387, 5.3240], [-2.7848, 3.1107, 6.3438], [-2.9549, 2.3600, 7.4978], [-2.3165, 1.1371, 7.6381], [-1.5009, 0.6596, 6.6224], [-2.2123, -1.3079, 4.2337], [-2.3512, -3.7229, 4.6497], [-0.2888, -5.0815, 4.7850], [1.9132, -4.0268, 4.4497], [2.0809, -1.6181, 4.0170], [1.2516, 3.3256, 3.0179], [3.4115, 4.4523, 3.3558], [5.1850, 3.3682, 4.6811], [4.7798, 1.1710, 5.7323], [2.6119, 0.0604, 5.4742], [-1.8678, 3.2200, 4.4159], [-3.2888, 4.0599, 6.2340], [-3.5923, 2.7280, 8.2892], [-2.4527, 0.5533, 8.5370], [-1.0103, -0.2999, 6.7443]]
}



2.
{
  "formula": "C53H47F3N5O2OsS3Sb",
  "method": "ωB97M-V/def2-TZVPD",
  "homo_lumo_gap_ha": [0.212, 0.211],
  "molar_mass_g_mol": 1251.2,
  "charge": 0,
  "largest_force_ev_per_a": 1.7,
  "e_lumo_ev": [-0.9101, -0.9193],
  "relative_energy_ev": 2.537,
  "e_tot_ha": -4297.09761,
  "species": ["Os", "S", "C", "C", "C", "C", "N", "C", "C", "C", "S", "C", "N", "H", "H", "C", "C", "C", "C", "C", "C", "C", "C", "C", "C", "H", "H", "H", "H", "H", "H", "H", "H", "H", "H", "H", "H", "F", "C", "C", "C", "C", "C", "C", "Sb", "C", "C", "C", "C", "F", "C", "C", "C", "C", "C", "C", "F", "C", "C", "H", "H", "H", "H", "H", "H", "H", "H", "H", "H", "H", "H", "O", "S", "C", "C", "C", "C", "H", "H", "H", "H", "H", "H", "H", "H", "C", "C", "C", "C", "C", "N", "C", "O", "N", "C", "C", "C", "C", "N", "C", "C", "C", "H", "H", "H", "H", "H", "H", "H", "H", "H", "H", "H", "H", "H"],
  "positions_angstrom": [[0.1443, 0.5030, -1.1115], [0.2970, -0.7776, -3.0215], [-1.3460, -0.8580, -3.7114], [-2.2483, -1.6837, -3.0616], [-3.5512, -1.8353, -3.5104], [-4.4491, -2.6679, -2.7632], [-5.1290, -3.3326, -2.1158], [-3.9365, -1.1379, -4.6690], [-3.0233, -0.3679, -5.3559], [-1.6774, -0.2067, -4.9315], [-0.5607, 0.6603, -5.8935], [-5.2935, -1.2176, -5.1531], [-6.3753, -1.2599, -5.5366], [-1.9372, -2.2240, -2.1788], [-3.3266, 0.1289, -6.2673], [1.4508, 3.6821, -1.8537], [1.8277, 3.0624, -0.5034], [1.7654, 4.1532, 0.5819], [0.7879, 1.9854, -0.2152], [3.2480, 2.5062, -0.4935], [3.6724, 1.7323, 0.5877], [4.9738, 1.2727, 0.6737], [5.8811, 1.5560, -0.3414], [5.4740, 2.3196, -1.4207], [4.1685, 2.7975, -1.4921], [0.3940, 3.9528, -1.8626], [1.6291, 2.9817, -2.6703], [2.0281, 4.5911, -2.0327], [0.7549, 4.5635, 0.6584], [2.4477, 4.9698, 0.3430], [2.0511, 3.7533, 1.5567], [0.2028, 2.2207, 0.6922], [2.9753, 1.5080, 1.3903], [5.2834, 0.6922, 1.5327], [6.8981, 1.1900, -0.2821], [6.1714, 2.5534, -2.2146], [3.8843, 3.4049, -2.3396], [6.5877, -3.5426, 3.2245], [5.5966, -2.9957, 2.4978], [4.2970, -3.1211, 2.9446], [3.2810, -2.5847, 2.1649], [3.5557, -1.9325, 0.9659], [4.8841, -1.8078, 0.5633], [5.9144, -2.3365, 1.3268], [1.9960, -1.4369, -0.4152], [0.9297, -3.2436, -0.1169], [1.5784, -4.4540, 0.1215], [0.8587, -5.6137, 0.3689], [-0.5212, -5.5392, 0.3930], [-1.2210, -6.6534, 0.6638], [-1.2031, -4.3600, 0.1625], [-0.4629, -3.2144, -0.0940], [3.1760, -1.7975, -2.1421], [3.5707, -0.6911, -2.8904], [4.3678, -0.8379, -4.0164], [4.7575, -2.1105, -4.3769], [5.5302, -2.2693, -5.4674], [4.3855, -3.2323, -3.6609], [3.5917, -3.0655, -2.5364], [4.0918, -3.6482, 3.8662], [2.2590, -2.7124, 2.4987], [5.1294, -1.2995, -0.3604], [6.9472, -2.2600, 1.0153], [2.6608, -4.5095, 0.1298], [1.3494, -6.5612, 0.5442], [-2.2854, -4.3517, 0.1734], [-0.9834, -2.2815, -0.2807], [3.2436, 0.3040, -2.6068], [4.6744, 0.0096, -4.6137], [4.7143, -4.2097, -3.9859], [3.2876, -3.9451, -1.9835], [-0.5673, -0.2343, 1.2919], [-1.1177, -0.1166, 2.6986], [-0.2243, -1.3532, 3.6641], [1.0915, -0.7039, 4.0754], [0.6981, 0.6775, 4.5828], [-0.2231, 1.2600, 3.5120], [-0.1529, -2.2356, 3.0265], [-0.8466, -1.5864, 4.5312], [1.7413, -0.6035, 3.2035], [1.6242, -1.2919, 4.8232], [1.5649, 1.3180, 4.7457], [0.1665, 0.5931, 5.5330], [0.3335, 1.7254, 2.6989], [-0.9544, 1.9685, 3.8956], [-5.2709, 1.5122, 6.4732], [-5.1529, 1.6825, 4.9826], [-3.9597, 2.0624, 4.3842], [-3.8573, 2.1995, 3.0086], [-4.9545, 1.9606, 2.1907], [-4.7756, 2.1226, 0.8005], [-5.6403, 1.7443, -0.1921], [-6.7912, 1.4084, -0.0230], [-5.1388, 1.8736, -1.4809], [-3.8380, 1.9853, -1.9814], [-3.6390, 2.7469, -3.1497], [-2.3927, 2.8253, -3.7032], [-1.3340, 2.1410, -3.0978], [-1.5160, 1.4333, -1.9892], [-2.7524, 1.3443, -1.4349], [-6.1676, 1.6000, 2.7729], [-6.2449, 1.4609, 4.1486], [-4.3017, 1.6182, 6.9602], [-5.6683, 0.5284, 6.7255], [-5.9445, 2.2552, 6.9034], [-3.0911, 2.2463, 5.0068], [-2.9138, 2.4929, 2.5585], [-3.8957, 2.5194, 0.5140], [-5.8860, 1.9176, -2.1572], [-4.4817, 3.2545, -3.6027], [-2.2077, 3.3710, -4.6155], [-0.3484, 2.1357, -3.5287], [-2.8420, 0.6819, -0.5827], [-7.0293, 1.4207, 2.1510], [-7.1937, 1.1713, 4.5850]]
}